Formula: C2H9N
Source: the Open Molecules 2025 dataset
Level of theory: the ωB97M-V functional and the def2-TZVPD basis

XYZ file:
```
12
Properties=species:S:1:pos:R:3:lowdin_charge:R:1
N -0.4833 -0.4316 1.4430 -0.082
C -1.7469 -0.2612 0.7285 -0.214
C 1.8331 0.3400 -1.5337 -0.065
H -2.5647 0.1636 1.3136 0.057
H 1.3474 1.2826 -1.8155 0.013
H -1.5646 0.4283 -0.1187 0.069
H 2.6300 0.0944 -2.2481 0.012
H -0.0906 0.4944 1.6312 0.058
H -0.6515 -0.8604 2.3523 0.054
H 2.2947 0.4380 -0.5404 0.014
H -2.0865 -1.2172 0.2967 0.068
H 1.0829 -0.4708 -1.5088 0.016
```

Output
Lowest unoccupied orbital energy in eV: 1.112
Gap between HOMO and LUMO in eV: 10.50
E_HOMO in eV: -9.4
E_tot in eV: -3709.7143
ΔE to the lowest compared entry with this formula, charge and spin in kJ/mol: 33.0